# C17H27N3O2S

One molecule with the formula C17H27N3O2S (wB97M-V/def2-TZVPD, the Open Molecules 2025 dataset).

The geometry in ORCA input format:
```
! wB97M-V def2-TZVPD RIJCOSX def2/J DEFGRID3
* xyz 0 1
C -0.90 3.42 3.92
H -0.78 3.72 4.96
H -1.68 2.66 3.87
H -1.22 4.29 3.35
C 0.42 2.87 3.38
C 0.87 1.67 4.22
H 0.88 1.94 5.27
H 0.18 0.84 4.09
H 1.86 1.35 3.94
C 0.24 2.51 1.90
C 1.53 2.05 1.20
H 2.40 2.42 1.75
H 1.58 2.50 0.20
C 1.65 0.53 1.08
C 0.49 -0.10 0.35
O -0.06 -1.14 0.72
N 0.07 0.53 -0.77
N -0.89 -0.07 -1.57
C -0.79 0.06 -2.92
N -1.62 -0.64 -3.72
C -2.67 -1.50 -3.40
C -3.47 -1.32 -2.27
C -4.51 -2.20 -2.02
C -4.78 -3.25 -2.88
C -4.00 -3.41 -4.02
C -2.96 -2.54 -4.28
H -2.35 -2.67 -5.16
H -4.21 -4.22 -4.70
H -5.59 -3.93 -2.68
H -5.13 -2.05 -1.14
H -3.31 -0.48 -1.62
H -1.39 -0.56 -4.70
S 0.31 1.12 -3.58
H -1.23 -0.93 -1.15
H 0.61 1.23 -1.28
H 1.66 0.09 2.08
C 2.95 0.12 0.37
H 3.05 0.66 -0.58
H 3.79 0.39 1.01
C 3.02 -1.39 0.07
C 4.43 -1.79 -0.34
H 5.11 -1.62 0.49
H 4.46 -2.84 -0.60
H 4.75 -1.20 -1.20
H 2.33 -1.61 -0.77
O 2.66 -2.17 1.19
H 1.70 -2.10 1.32
H -0.15 3.39 1.38
H -0.51 1.72 1.81
H 1.18 3.65 3.45
*
```

As for the highest occupied orbital energy: -8.6 eV. The LUMO energy comes out at 0.54 eV. As for the energy relative to the best compared isomer or geometry (same formula, charge and spin): 0.00 kcal per mole. The value obtained for the total energy is -37468.3964 eV. The calculation puts the gap between HOMO and LUMO at 9.17 eV. The calculation puts the maximum force at 0.0120 Eh/bohr.

Atomic partial charges in e from the Löwdin method, atoms 1 to 4: number 1, C, carries -0.09; number 2, H, carries 0.07; number 3, H, carries 0.08; number 4, H, carries 0.07



# C17H27N3O3

One molecule with the formula C17H27N3O3 (wB97M-V/def2-TZVPD, the Open Molecules 2025 dataset).

The geometry in ORCA input format:
```
! wB97M-V def2-TZVPD RIJCOSX def2/J DEFGRID3
* xyz 0 1
C 0.43 3.31 1.28
C 0.74 2.85 -0.12
O 0.17 3.28 -1.10
N 1.73 1.92 -0.23
C 2.41 1.33 0.90
H 1.66 0.97 1.62
C 3.27 0.15 0.44
N 2.49 -0.71 -0.41
C 2.95 -2.07 -0.55
H 2.69 -2.43 -1.55
C 2.25 -2.99 0.48
N 0.84 -2.76 0.36
C 0.36 -1.75 0.98
C -0.96 -1.25 0.72
C -1.74 -1.82 -0.26
O -1.34 -2.88 -0.93
H -0.40 -3.10 -0.60
C -3.08 -1.28 -0.62
H -3.29 -1.53 -1.66
C -3.17 0.23 -0.37
C -4.61 0.70 -0.59
H -4.93 0.50 -1.61
H -5.29 0.20 0.09
H -4.68 1.77 -0.42
C -2.24 0.97 -1.33
H -2.55 0.80 -2.36
H -1.22 0.64 -1.22
H -2.26 2.04 -1.14
C -2.76 0.49 1.08
C -1.39 -0.05 1.43
O -0.69 0.50 2.26
H -2.77 1.56 1.30
H -3.47 0.01 1.76
H -3.84 -1.80 -0.01
H 0.93 -1.20 1.73
H 2.47 -4.03 0.25
H 2.62 -2.75 1.49
H 4.04 -2.16 -0.42
C 2.02 -0.07 -1.63
C 2.13 1.45 -1.53
H 1.48 1.92 -2.26
H 3.16 1.76 -1.73
H 2.59 -0.40 -2.51
H 0.97 -0.36 -1.78
H 4.19 0.51 -0.05
H 3.58 -0.42 1.32
H 3.05 2.07 1.41
H -0.31 4.11 1.22
H 1.32 3.68 1.77
H 0.02 2.49 1.86
*
```

As for the highest occupied orbital energy: -8.5 eV. The LUMO energy comes out at 0.63 eV. As for the energy relative to the best compared isomer or geometry (same formula, charge and spin): 34.53 kcal per mole. The value obtained for the total energy is -28680.7199 eV. The calculation puts the gap between HOMO and LUMO at 9.15 eV. The calculation puts the maximum force at 0.0103 Eh/bohr.

Atomic partial charges in e from the Löwdin method, atoms 1 to 4: number 1, C, carries 0.01; number 2, C, carries -0.50; number 3, O, carries 0.03; number 4, N, carries -0.05



# C17H27NO4

One molecule with the formula C17H27NO4 (wB97M-V/def2-TZVPD, the Open Molecules 2025 dataset).

The geometry in ORCA input format:
```
! wB97M-V def2-TZVPD RIJCOSX def2/J DEFGRID3
* xyz 0 1
C 3.51 0.26 0.48
H 2.51 0.12 0.88
H 4.16 0.49 1.32
H 3.50 1.13 -0.18
C 4.03 -0.98 -0.26
N 3.29 -1.28 -1.48
H 3.20 -0.45 -2.05
C 2.09 -2.08 -1.50
H 1.85 -2.25 -2.55
C 0.84 -1.47 -0.82
O 0.60 -0.14 -1.25
H 1.44 0.33 -1.19
C -0.40 -2.31 -1.16
O -1.50 -1.99 -0.34
C -2.11 -0.77 -0.59
C -2.59 -0.43 -1.85
C -3.20 0.80 -2.05
C -3.33 1.70 -1.00
C -2.87 1.35 0.26
C -2.28 0.11 0.47
C -1.74 -0.15 1.85
H -2.54 -0.23 2.58
C -0.83 1.03 2.20
O 0.25 1.13 1.30
H -0.07 0.88 0.41
H -0.36 0.88 3.18
C -1.64 2.36 2.23
C -2.97 2.26 1.45
H -3.26 3.27 1.15
H -3.74 1.87 2.13
O -0.86 3.41 1.73
H -0.08 3.00 1.31
H -1.88 2.61 3.27
H -1.17 -1.08 1.86
H -3.78 2.66 -1.16
H -3.56 1.06 -3.03
H -2.49 -1.11 -2.67
H -0.63 -2.18 -2.22
H -0.19 -3.36 -0.96
H 0.97 -1.47 0.28
H 2.29 -3.04 -1.04
C 4.04 -2.18 0.68
H 4.37 -3.07 0.15
H 4.73 -1.99 1.50
H 3.05 -2.36 1.10
C 5.47 -0.70 -0.72
H 5.50 0.16 -1.39
H 5.86 -1.56 -1.25
H 6.11 -0.49 0.13
*
```

As for the highest occupied orbital energy: -8.6 eV. The LUMO energy comes out at 0.69 eV. As for the energy relative to the best compared isomer or geometry (same formula, charge and spin): 23.32 kcal per mole. The value obtained for the total energy is -27747.3036 eV. The calculation puts the gap between HOMO and LUMO at 9.24 eV. The calculation puts the maximum force at 0.0141 Eh/bohr.

Atomic partial charges in e from the Löwdin method, atoms 1 to 4: number 1, C, carries -0.04; number 2, H, carries 0.06; number 3, H, carries 0.09; number 4, H, carries 0.09



# C17H27NO5

One molecule with the formula C17H27NO5 (wB97M-V/def2-TZVPD, the Open Molecules 2025 dataset).

The geometry in ORCA input format:
```
! wB97M-V def2-TZVPD RIJCOSX def2/J DEFGRID3
* xyz 0 1
C 2.49 4.62 0.08
C 2.63 3.10 0.02
H 3.11 2.73 0.92
H 3.22 2.82 -0.86
O 1.31 2.57 -0.09
C 1.07 1.24 -0.05
C -0.29 0.93 -0.14
C -0.73 -0.38 -0.11
C 0.19 -1.41 0.04
C 1.54 -1.13 0.14
C 2.00 0.21 0.07
O 3.35 0.49 0.20
C 4.20 -0.02 -0.81
C 5.62 0.44 -0.49
H 5.91 0.06 0.48
H 6.30 0.07 -1.25
H 5.66 1.53 -0.47
H 4.16 -1.11 -0.84
H 3.88 0.37 -1.79
O 2.50 -2.07 0.31
C 2.11 -3.42 0.48
C 3.38 -4.24 0.72
H 3.12 -5.28 0.88
H 3.89 -3.86 1.60
H 4.04 -4.16 -0.13
H 1.43 -3.51 1.33
H 1.60 -3.78 -0.42
H -0.19 -2.41 0.10
C -2.17 -0.77 -0.17
O -2.58 -1.80 0.33
N -2.97 0.11 -0.83
H -2.53 0.89 -1.29
C -4.40 -0.05 -1.01
C -4.70 -1.29 -1.84
H -5.77 -1.37 -2.04
H -4.17 -1.25 -2.79
H -4.38 -2.18 -1.30
C -5.14 -0.12 0.35
O -5.28 1.13 0.99
C -4.12 1.61 1.62
H -3.40 2.03 0.90
H -3.62 0.83 2.20
H -4.45 2.41 2.29
H -4.62 -0.84 0.99
H -6.16 -0.46 0.17
H -4.76 0.85 -1.54
H -0.97 1.77 -0.20
H 1.89 4.90 0.94
H 2.00 4.99 -0.82
H 3.47 5.07 0.16
*
```

As for the highest occupied orbital energy: -8.4 eV. The LUMO energy comes out at 0.78 eV. As for the energy relative to the best compared isomer or geometry (same formula, charge and spin): 71.49 kcal per mole. The value obtained for the total energy is -29793.8747 eV. The calculation puts the gap between HOMO and LUMO at 9.22 eV. The calculation puts the maximum force at 0.0122 Eh/bohr.

Atomic partial charges in e from the Löwdin method, atoms 1 to 4: number 1, C, carries -0.06; number 2, C, carries -0.24; number 3, H, carries 0.13; number 4, H, carries 0.12



- Look up the highest occupied orbital energy of the second one.
  -8.5 eV



- Number 2 is which compound?
  C17H27N3O3



- Look up the energy relative to the best compared isomer or geometry (same formula, charge and spin) of the second one.
  34.53 kcal per mole



Copy entry 1 word for word.
# C17H27N3O2S

One molecule with the formula C17H27N3O2S (wB97M-V/def2-TZVPD, the Open Molecules 2025 dataset).

The geometry in ORCA input format:
```
! wB97M-V def2-TZVPD RIJCOSX def2/J DEFGRID3
* xyz 0 1
C -0.90 3.42 3.92
H -0.78 3.72 4.96
H -1.68 2.66 3.87
H -1.22 4.29 3.35
C 0.42 2.87 3.38
C 0.87 1.67 4.22
H 0.88 1.94 5.27
H 0.18 0.84 4.09
H 1.86 1.35 3.94
C 0.24 2.51 1.90
C 1.53 2.05 1.20
H 2.40 2.42 1.75
H 1.58 2.50 0.20
C 1.65 0.53 1.08
C 0.49 -0.10 0.35
O -0.06 -1.14 0.72
N 0.07 0.53 -0.77
N -0.89 -0.07 -1.57
C -0.79 0.06 -2.92
N -1.62 -0.64 -3.72
C -2.67 -1.50 -3.40
C -3.47 -1.32 -2.27
C -4.51 -2.20 -2.02
C -4.78 -3.25 -2.88
C -4.00 -3.41 -4.02
C -2.96 -2.54 -4.28
H -2.35 -2.67 -5.16
H -4.21 -4.22 -4.70
H -5.59 -3.93 -2.68
H -5.13 -2.05 -1.14
H -3.31 -0.48 -1.62
H -1.39 -0.56 -4.70
S 0.31 1.12 -3.58
H -1.23 -0.93 -1.15
H 0.61 1.23 -1.28
H 1.66 0.09 2.08
C 2.95 0.12 0.37
H 3.05 0.66 -0.58
H 3.79 0.39 1.01
C 3.02 -1.39 0.07
C 4.43 -1.79 -0.34
H 5.11 -1.62 0.49
H 4.46 -2.84 -0.60
H 4.75 -1.20 -1.20
H 2.33 -1.61 -0.77
O 2.66 -2.17 1.19
H 1.70 -2.10 1.32
H -0.15 3.39 1.38
H -0.51 1.72 1.81
H 1.18 3.65 3.45
*
```

As for the highest occupied orbital energy: -8.6 eV. The LUMO energy comes out at 0.54 eV. As for the energy relative to the best compared isomer or geometry (same formula, charge and spin): 0.00 kcal per mole. The value obtained for the total energy is -37468.3964 eV. The calculation puts the gap between HOMO and LUMO at 9.17 eV. The calculation puts the maximum force at 0.0120 Eh/bohr.

Atomic partial charges in e from the Löwdin method, atoms 1 to 4: number 1, C, carries -0.09; number 2, H, carries 0.07; number 3, H, carries 0.08; number 4, H, carries 0.07